4 unconnected molecules or ions with the total composition C14H27NO9P at a distorted geometry. Source: the OMol25 dataset; level of theory: ωB97M-V/def2-TZVPD.

Its highest occupied orbital energy is -12.801 eV. The HOMO-LUMO gap comes out at 9.495 eV. The calculation puts the total energy at -1622.75040 Ha. As for the charge: +1.

Last columns: bonded neighbours and bond lengths (Å).
Element x y z (Å)
1 C -1.276 2.596 1.092  P2 1.842, H5 1.088, H6 1.083, H7 1.080
2 P -2.272 3.945 0.328  C1 1.842, C3 1.811, N4 1.855
3 C -3.873 3.943 1.175  P2 1.811, H8 1.084, H9 1.088, H10 1.084
4 N -1.344 5.415 0.973  P2 1.855, H11 1.020, H12 1.024, H13 1.022
5 H -0.995 2.880 2.104  C1 1.088
6 H -0.379 2.535 0.489  C1 1.083
7 H -1.839 1.675 1.068  C1 1.080
8 H -4.501 4.773 0.872  C3 1.084
9 H -3.825 3.906 2.262  C3 1.088
10 H -4.358 3.028 0.854  C3 1.084
11 H -1.756 6.298 0.670  N4 1.020
12 H -1.188 5.410 1.985  N4 1.024
13 H -0.418 5.363 0.545  N4 1.022
14 C -3.860 -2.356 -0.814  C15 1.506, H21 1.089, H22 1.089, H23 1.091
15 C -3.367 -0.960 -0.541  C14 1.506, C16 1.506, O20 1.449, H24 1.091
16 C -4.221 -0.169 0.414  C15 1.506, O17 1.440, H25 1.088, H26 1.092
17 O -3.966 1.182 -0.014  C16 1.440, C18 1.366
18 C -3.643 1.136 -1.341  O17 1.366, O19 1.188, O20 1.347
19 O -3.554 2.098 -2.031  C18 1.188
20 O -3.425 -0.136 -1.732  C15 1.449, C18 1.347
21 H -3.228 -2.845 -1.553  C14 1.089
22 H -3.850 -2.949 0.099  C14 1.089
23 H -4.874 -2.335 -1.219  C14 1.091
24 H -2.329 -0.987 -0.207  C15 1.091
25 H -3.933 -0.303 1.454  C16 1.088
26 H -5.287 -0.375 0.304  C16 1.092
27 C 2.994 -1.022 2.857  C28 1.505, H34 1.086, H35 1.089, H36 1.092
28 C 1.949 -1.102 1.777  C27 1.505, C29 1.514, O33 1.450, H37 1.084
29 C 1.076 0.129 1.656  C28 1.514, O30 1.435, H38 1.088, H39 1.094
30 O -0.144 -0.424 1.140  C29 1.435, C31 1.366
31 C -0.212 -1.723 1.556  O30 1.366, O32 1.191, O33 1.340
32 O -1.194 -2.389 1.451  C31 1.191
33 O 0.959 -2.118 2.074  C28 1.450, C31 1.340
34 H 3.537 -1.960 2.928  C27 1.086
35 H 3.705 -0.224 2.643  C27 1.089
36 H 2.529 -0.838 3.828  C27 1.092
37 H 2.402 -1.354 0.825  C28 1.084
38 H 1.481 0.869 0.969  C29 1.088
39 H 0.854 0.604 2.616  C29 1.094
40 C 3.896 -1.546 -3.935  C41 1.507, H47 1.090, H48 1.089, H49 1.091
41 C 4.728 -2.011 -2.768  C40 1.507, C42 1.511, O46 1.445, H50 1.093
42 C 4.821 -3.511 -2.607  C41 1.511, O43 1.436, H51 1.086, H52 1.092
43 O 5.019 -3.649 -1.191  C42 1.436, C44 1.346
44 C 4.458 -2.580 -0.596  O43 1.346, O45 1.192, O46 1.355
45 O 4.271 -2.476 0.577  C44 1.192
46 O 4.124 -1.637 -1.510  C41 1.445, C44 1.355
47 H 3.825 -0.459 -3.946  C40 1.090
48 H 4.337 -1.875 -4.875  C40 1.089
49 H 2.880 -1.936 -3.865  C40 1.091
50 H 5.722 -1.559 -2.805  C41 1.093
51 H 5.650 -3.953 -3.154  C42 1.086
52 H 3.895 -4.022 -2.878  C42 1.092